DFT (ωB97M-V/def2-TZVPD) results for a molecular structure, C27H41DyF9OP2.

Each line ends with the Mulliken spin population.
Element x y z (Å)
Dy1 0.5078 -1.0155 1.5988  4.97
C1 3.2970 -1.4380 2.0040  -0.02
C2 2.9968 -0.1147 2.4299  0.03
C3 1.7251 -1.5685 3.6941  0.02
C4 2.5069 -2.3371 2.7735  -0.01
C5 2.0114 -0.1828 3.4704  -0.05
C6 4.4512 -1.8321 1.1570  0.00
H1 4.6485 -1.0973 0.3683  0.00
H2 4.2765 -2.8002 0.6759  0.00
H3 5.3761 -1.9265 1.7517  0.00
C7 2.6445 -3.8066 2.7976  0.00
H4 3.2540 -4.1660 1.9630  0.00
H5 1.6680 -4.2967 2.7330  0.00
H6 3.1218 -4.1475 3.7310  0.00
C8 0.7698 -2.1300 4.6847  0.00
H7 1.2784 -2.4635 5.6017  0.00
H8 0.2400 -2.9993 4.2796  0.00
H9 0.0189 -1.3882 4.9820  0.00
C9 1.3801 0.9641 4.1691  -0.01
H10 1.9020 1.2320 5.1033  0.00
H11 0.3392 0.7336 4.4375  0.00
H12 1.3693 1.8591 3.5325  0.00
C10 3.7257 1.1124 2.0070  0.00
H13 4.4186 1.4657 2.7928  0.00
H14 3.0381 1.9407 1.7800  0.00
H15 4.3325 0.9303 1.1071  0.00
C11 0.5931 -1.1800 -1.6411  0.01
C12 1.8360 -0.6725 -1.5149  0.00
C13 2.2645 0.7574 -1.4623  0.01
C14 1.2100 1.8451 -1.1349  0.00
C15 0.4309 1.6840 0.1156  0.01
C16 -0.7494 1.0107 0.2094  -0.01
C17 -1.4699 0.2438 -0.8749  0.02
C18 -0.6388 -0.4128 -2.0009  -0.01
H16 2.6953 1.0332 -2.4464  0.00
H17 0.5124 1.9593 -1.9933  0.00
H18 3.0786 0.8518 -0.7203  0.00
H19 -0.3845 0.3299 -2.7811  0.00
H20 0.4498 -2.2705 -1.6136  0.00
H21 2.6698 -1.3793 -1.4823  0.00
H22 -1.3294 -1.1294 -2.4931  0.00
H23 -2.1030 -0.5425 -0.4230  0.00
H24 -1.3851 1.1850 1.0969  0.00
H25 -2.2023 0.9248 -1.3536  0.00
H26 1.7461 2.8054 -1.0848  0.00
H27 0.7138 2.3649 0.9386  0.00
P1 -1.0373 2.3939 -3.4270  0.00
C19 -1.5320 1.3094 -4.8252  0.00
C20 -0.2367 3.6909 -4.4360  0.00
P2 -2.8167 4.0489 -1.5870  0.00
C21 -2.6566 3.2304 -3.2433  0.00
C22 -2.5996 5.7796 -2.2236  0.00
C23 -4.6584 4.2307 -1.7157  0.00
H28 -2.2908 0.5853 -4.5028  0.00
H29 -0.6605 0.7758 -5.2265  0.00
H30 -1.9533 1.9721 -5.5924  0.00
H31 -0.8816 3.8544 -5.3094  0.00
H32 0.7470 3.3453 -4.7760  0.00
H33 -0.1177 4.6252 -3.8746  0.00
H34 -4.9245 4.7568 -2.6408  0.00
H35 -4.9972 4.8110 -0.8509  0.00
H36 -5.1416 3.2509 -1.7070  0.00
H37 -3.4584 2.4886 -3.3822  0.00
H38 -2.7003 3.9908 -4.0425  0.00
H39 -2.8644 6.4637 -1.4090  0.00
H40 -3.2784 5.9640 -3.0666  0.00
H41 -1.5742 5.9917 -2.5368  0.00
F1 -3.3086 -2.3702 1.6567  0.00
C24 -2.8316 -3.3024 0.7887  0.00
F2 -3.7403 -4.3038 0.6738  0.00
F3 -2.7417 -2.6868 -0.4197  0.00
C25 -1.4421 -3.7904 1.2569  0.02
O1 -0.5949 -2.6957 1.3427  0.03
C26 -1.5950 -4.4318 2.6453  0.00
F4 -2.5372 -5.4040 2.6912  0.00
F5 -0.4145 -4.9822 3.0562  0.00
F6 -1.9105 -3.4803 3.5680  0.00
C27 -0.7947 -4.7868 0.2756  0.00
F7 -1.4045 -5.9984 0.2663  0.00
F8 -0.8012 -4.2960 -0.9906  0.00
F9 0.5141 -4.9665 0.5985  0.00

The spin multiplicity is 6. Its energy above the lowest of the compared OMol25 structures with the same formula, charge and spin is 0.0 kcal/mol. The expectation value of S² is 9.369. The calculation puts the calculated total energy at -97825.483 eV. Its net charge is +1.